Density functional theory data (wB97M-V/def2-TZVPD) for a cluster of 5 separate species, C19H39ClFN5O9S in total in a non-equilibrium geometry.

Calculated values
HOMO level, eV: -8.987
E, Eh: -2656.52898

```
! RIJCOSX wB97M-V def2-TZVPD def2/J DEFGRID3
* xyz 0 1
C -0.6463 -3.5099 -0.7959
C -0.1316 -3.2511 -2.2206
C 0.8583 -2.1059 -2.2467
N 2.0916 -2.4736 -1.5370
C 2.7376 -1.4186 -0.8539
C 2.8516 -1.6274 0.6454
C 1.5810 -1.2613 1.3465
O 0.8672 -0.3584 1.0296
Cl 1.2005 -2.2716 2.7722
O 4.1309 -1.2800 -1.3589
C 4.6229 -2.3924 -1.8885
O 4.8233 -2.5785 -3.0583
S 5.1249 -3.7432 -0.7255
O 5.7854 -3.2197 0.4092
O 4.0327 -4.6164 -0.4966
F 6.1509 -4.4805 -1.5990
H -1.5331 -4.1245 -0.7712
H 0.1238 -4.0429 -0.2486
H -0.7906 -2.5593 -0.2960
H 0.4185 -4.1362 -2.5263
H -0.9376 -3.0554 -2.9130
H 1.1183 -1.9444 -3.2873
H 0.4170 -1.1856 -1.8893
H 1.9743 -3.2866 -0.9524
H 2.2683 -0.4664 -1.0431
H 3.5945 -0.9239 1.0149
H 3.2110 -2.6034 0.9348
C -4.2799 -0.2080 -3.0455
N -2.9141 0.0631 -2.6410
C -2.6284 0.2974 -1.2295
C -1.9041 0.1044 -3.5184
O -0.7424 0.3327 -3.2265
H -4.9211 0.6325 -2.7755
H -4.6448 -1.1057 -2.5430
H -4.3304 -0.3606 -4.1218
H -2.1874 1.2806 -1.1041
H -1.9137 -0.4491 -0.8762
H -3.5378 0.2327 -0.6493
H -2.2195 -0.0939 -4.5573
C -2.9827 5.2557 2.2171
N -2.7534 3.8541 1.9244
C -1.5684 3.1992 2.4601
C -3.5985 3.1343 1.1714
O -3.4470 1.9562 0.9002
H -2.1528 5.8550 1.8384
H -3.0632 5.4021 3.2958
H -3.9036 5.5919 1.7462
H -0.9568 2.8117 1.6453
H -1.8611 2.3612 3.0929
H -0.9891 3.9095 3.0433
H -4.4647 3.7123 0.8096
C 8.8037 1.8477 -0.9617
N 7.5426 1.4133 -0.3961
C 6.3794 1.2800 -1.2566
C 7.3999 1.1236 0.9096
O 6.3625 0.7582 1.4261
H 8.6911 2.8385 -1.4067
H 9.1268 1.1468 -1.7340
H 9.5663 1.8942 -0.1876
H 5.5836 1.9336 -0.8974
H 6.0181 0.2546 -1.2217
H 6.6344 1.5449 -2.2792
H 8.3311 1.2514 1.4873
C -7.0506 -0.0394 4.1751
N -6.6499 0.3626 2.8425
C -5.2344 0.3565 2.4886
C -7.5423 0.7437 1.9139
O -7.2632 1.0924 0.7830
H -6.5887 0.6162 4.9165
H -6.7341 -1.0670 4.3652
H -8.1321 0.0204 4.2779
H -4.9242 1.3517 2.1911
H -5.0723 -0.3155 1.6460
H -4.6436 0.0255 3.3398
H -8.5844 0.7141 2.2777
*
```

Results of the Löwdin charge analysis, in e, for atoms 1 through 4: C -0.09; C -0.22; C -0.21; N 0.03

Density functional theory data (wB97M-V/def2-TZVPD) for a structure of composition C28H22GaO4P2S2.

Calculated values
HOMO level, eV: -4.928
Relative energy (zero: lowest compared OMol25 entry of this formula, charge and spin), kcal per mole: 0.0
E, Eh: -4785.15268

```
! RIJCOSX wB97M-V def2-TZVPD def2/J DEFGRID3
* xyz -1 1
S 2.2628 -1.6524 2.0389
P 1.7603 -0.6765 0.3670
Ga 0.2501 1.1355 0.6883
P -1.7738 -0.1151 0.7899
S -2.5835 -0.6060 -0.9747
H 2.8860 -0.2793 -0.3827
H 1.2005 -1.5573 -0.5710
H 0.5696 1.7955 2.0873
H 0.2088 2.1196 -0.5342
H -2.6991 0.5164 1.6407
H -1.5416 -1.2618 1.5668
C -4.4381 -1.8962 -3.5736
C -5.4339 -1.7709 -2.6116
C -6.7165 -1.4101 -2.9872
C -7.0128 -1.1610 -4.3214
C -6.0086 -1.2804 -5.2883
C -4.7260 -1.6534 -4.9054
C -6.2807 -1.0093 -6.7247
O -5.4281 -1.1317 -7.5781
C -7.6677 -0.5771 -7.0943
C -7.9464 -0.2797 -8.4221
C -9.2201 0.1147 -8.7900
C -10.2246 0.2102 -7.8327
C -9.9519 -0.0852 -6.5091
C -8.6730 -0.4768 -6.1340
C -8.4020 -0.7798 -4.6914
O -9.2937 -0.7158 -3.8721
H -3.4364 -2.1720 -3.2731
H -5.1916 -1.9416 -1.5723
H -7.5053 -1.3099 -2.2542
H -3.9632 -1.7418 -5.6667
H -7.1496 -0.3640 -9.1484
H -9.4342 0.3494 -9.8248
H -11.2214 0.5170 -8.1225
H -10.7156 -0.0171 -5.7465
C 4.5121 1.0983 2.9484
C 5.5571 1.6432 2.2137
C 6.8242 1.7427 2.7634
C 7.0531 1.3053 4.0608
C 5.9976 0.7633 4.8064
C 4.7339 0.6565 4.2425
C 6.2042 0.3000 6.2067
O 5.3083 -0.1755 6.8683
C 7.5791 0.4489 6.7877
C 7.7971 0.0530 8.1012
C 9.0565 0.1737 8.6601
C 10.1075 0.6884 7.9082
C 9.8952 1.0847 6.6002
C 8.6310 0.9690 6.0357
C 8.4252 1.4171 4.6214
O 9.3534 1.8533 3.9728
H 3.5261 0.9955 2.5181
H 5.3806 1.9869 1.2026
H 7.6508 2.1562 2.2021
H 3.9306 0.2175 4.8177
H 6.9651 -0.3476 8.6640
H 9.2234 -0.1341 9.6844
H 11.0931 0.7795 8.3463
H 10.6958 1.4884 5.9956
*
```

Results of the Löwdin charge analysis, in e, for atoms 1 through 4: S -0.12; P 0.06; Ga 0.01; P 0.08

Density functional theory data (wB97M-V/def2-TZVPD) for an isolated molecule of C4H4O3.

Calculated values
HOMO level, eV: -9.220
Relative energy (zero: lowest compared OMol25 entry of this formula, charge and spin), kcal per mole: 137.9
E, Eh: -380.32729

```
! RIJCOSX wB97M-V def2-TZVPD def2/J DEFGRID3
* xyz 0 1
O 1.2568 -0.6225 -0.9437
C -0.0312 -0.1134 -1.1743
C 0.7175 0.3676 -0.0573
C 0.9164 0.5914 1.3520
O 1.3021 1.5425 0.3071
C -1.9909 -0.6749 -0.0554
O -1.1320 -0.9992 -0.9956
H -0.1529 0.4207 -2.1085
H 0.0898 0.8948 1.9918
H 1.7663 0.0955 1.8216
H -2.7419 -1.5024 -0.1376
*
```

Results of the Löwdin charge analysis, in e, for atoms 1 through 4: O 0.12; C -0.24; C -0.44; C 0.01

Density functional theory data (wB97M-V/def2-TZVPD) for a structure of composition C6H16CsO2.

Calculated values
HOMO level, eV: -13.960
Relative energy (zero: lowest compared OMol25 entry of this formula, charge and spin), kcal per mole: 0.0
E, Eh: -408.64177

```
! RIJCOSX wB97M-V def2-TZVPD def2/J DEFGRID3
* xyz 1 1
Cs -3.3434 -17.5363 4.9425
C -1.0999 -21.3944 3.8966
C -1.7152 -20.4771 2.8507
C -3.2220 -20.6522 2.7681
O -1.4677 -19.0921 3.2036
H -1.5424 -21.2023 4.8770
H -0.0294 -21.2021 4.0140
H -1.2306 -22.4362 3.6128
H -1.2698 -20.6594 1.8720
H -3.6118 -20.4864 1.7638
H -3.7854 -20.0201 3.4594
H -3.5101 -21.6737 3.0231
H -0.5236 -18.9336 3.1053
C -1.0430 -12.9615 3.4440
C -1.0560 -14.3114 4.1153
C -0.7116 -14.2052 5.5815
O -2.3535 -14.9425 3.9808
H -0.1066 -12.4330 3.6088
H -1.8502 -12.3216 3.8131
H -1.1993 -13.0747 2.3688
H -0.3477 -14.9885 3.6384
H -1.3511 -13.4475 6.0423
H 0.3230 -13.8901 5.7144
H -0.8552 -15.1560 6.0945
H -3.0161 -14.2734 4.1873
*
```

Results of the Löwdin charge analysis, in e, for atoms 1 through 4: Cs 1.14; C -0.05; C -0.46; C -0.05

Number 1: E_LUMO 0.4 eV. Number 2: E_LUMO 0.7 eV. Number 3: E_LUMO 0.3 eV. Number 4: E_LUMO -3.1 eV.